# 1
{"formula": "C4H9NO", "method": "wB97M-V/def2-TZVPD", "species": ["C", "H", "H", "C", "H", "H", "C", "H", "H", "H", "O", "C", "H", "N", "H"], "xyz": [[-0.104, 0.192, 0.313], [1.601, 0.096, 1.821], [1.994, 1.040, 0.406], [1.155, 0.806, 1.079], [0.893, 1.697, 1.645], [-1.997, 0.578, -1.160], [-0.168, -2.074, -0.461], [0.201, -2.728, -1.283], [1.163, -0.723, -1.186], [-0.722, -0.230, 1.114], [-1.043, -2.362, 0.332], [-1.114, 1.039, -0.588], [-1.618, 1.782, 0.041], [0.484, -0.903, -0.461], [-0.548, 1.531, -1.382]], "lowdin_charge": [-0.360, 0.086, 0.064, -0.053, 0.060, 0.099, -0.381, 0.132, 0.136, 0.120, 0.011, -0.049, 0.063, 0.016, 0.057], "multiplicity": 1, "charge": 0, "de_lowest_kcal_mol": 25.4, "smiles": "CC(C)NC=O"}



# 2
{"formula": "C4H9NO", "method": "wB97M-V/def2-TZVPD", "species": ["H", "C", "H", "H", "H", "C", "H", "H", "N", "C", "H", "O", "H", "C", "H"], "xyz": [[-3.401, -1.743, -0.814], [-1.792, 0.777, -0.824], [-1.764, 1.770, -0.386], [2.473, 2.065, 1.936], [3.596, 0.400, 1.643], [2.730, 0.097, 0.942], [2.261, -0.832, 1.274], [-2.206, 0.638, -1.824], [-1.670, -0.383, -0.357], [1.846, 1.280, 1.197], [-1.907, -1.645, -2.115], [0.632, 1.235, 1.055], [3.137, 0.140, -0.048], [-2.241, -1.524, -1.081], [-1.695, -2.275, -0.598]], "lowdin_charge": [0.134, -0.082, 0.069, 0.149, 0.091, -0.074, 0.086, 0.057, -0.113, -0.327, 0.069, 0.010, 0.066, -0.160, 0.025], "multiplicity": 1, "charge": 0, "de_lowest_kcal_mol": 95.6, "smiles": "C=NC.CC=O"}



# 3
{"formula": "C4H9NO", "method": "wB97M-V/def2-TZVPD", "species": ["C", "H", "H", "H", "H", "N", "H", "C", "O", "H", "H", "H", "H", "C", "C"], "xyz": [[0.112, 0.122, 0.005], [-1.651, 0.546, -1.172], [1.283, -0.031, 1.776], [-1.792, -0.768, 1.312], [1.550, -1.482, -0.040], [0.391, -0.313, 1.382], [2.069, 0.886, -0.550], [1.036, 0.904, -0.917], [-2.164, -0.605, 0.429], [0.764, 1.940, -1.160], [1.013, 0.328, -1.850], [-1.571, 1.384, 0.394], [-0.175, -2.089, 0.218], [0.531, -1.264, 0.279], [-1.375, 0.426, -0.119]], "lowdin_charge": [-0.497, 0.124, 0.097, 0.081, 0.109, 0.045, 0.081, -0.029, -0.072, 0.080, 0.087, 0.126, 0.107, -0.123, -0.217], "multiplicity": 1, "charge": 0, "de_lowest_kcal_mol": 47.8, "smiles": "C[C@@]1(CO)CN1"}



# 4
{"formula": "C4H9NO", "method": "wB97M-V/def2-TZVPD", "species": ["H", "H", "C", "H", "C", "H", "C", "H", "N", "O", "H", "H", "C", "H", "H"], "xyz": [[-3.116, -0.419, 0.939], [-1.901, 1.187, -0.658], [-1.696, 0.101, -0.527], [0.136, -0.457, 1.656], [2.633, 0.323, 0.012], [3.350, 0.288, 0.823], [-2.363, -0.793, 0.281], [1.655, 0.244, 2.188], [1.332, 0.293, 0.083], [-0.891, -0.220, -1.555], [3.188, 0.288, -0.985], [0.465, 1.383, 1.706], [0.829, 0.354, 1.442], [-0.155, -0.842, -1.210], [-2.237, -1.873, 0.147]], "lowdin_charge": [0.031, 0.120, -0.321, 0.059, -0.048, 0.057, -0.003, 0.068, -0.082, -0.073, 0.084, 0.097, -0.169, 0.122, 0.058], "multiplicity": 1, "charge": 0, "de_lowest_kcal_mol": 78.9, "smiles": "C=CO.C=NC"}